C2H7OPS2 as an isolated structure at a distorted geometry, computed with ωB97M-V with the def2-TZVPD basis set.

```
13
C2H7OPS2, DFT ωB97M-V with the def2-TZVPD basis set
S -0.7344 -0.3387 -0.2484
S -2.7006 -0.1793 -0.8456
P 1.3931 1.1571 0.5570
O 2.4510 -0.0176 0.0945
C 3.1985 0.3097 -1.0701
C -3.5571 -0.5579 0.8273
H 4.2587 0.4764 -0.7284
H -3.9662 0.3535 1.3770
H 0.8134 0.3704 1.5837
H -4.3811 -1.2671 0.5546
H 2.7680 1.1522 -1.6270
H -2.6260 -0.9264 1.3002
H 3.0828 -0.5322 -1.7747
```

DFT total energy = -1293.28770 Eh
2S+1 = 1
frontier orbital gap (alpha / beta) = 6.61 / 6.48 eV
ΔE to the lowest compared entry with this formula, charge and spin = 3.377 eV
LUMO level (alpha / beta) = -1.12 / -1.18 eV

Charges computed using natural (NBO), reported in e: -0.39, 0.09, 0.84, -0.78, -0.27, -0.72, 0.20, 0.22, -0.05, 0.22, 0.19, 0.24, 0.21